[1]
49
Properties=species:S:1:pos:R:3 method="wB97M-V/def2-TZVPD" homo_lumo_gap_ha=0.321 smiles="COc1ccc(-c2nnc(S[C@@H](C)C(=O)NNC(=O)c3ccc(C)cc3)o2)cc1" e_homo_ev=-8.1
S 1.0564 -4.5808 -0.7059
O 6.8307 2.3482 -0.1675
O -3.5458 -1.1827 1.7910
O 2.6436 -2.4614 -0.4673
O -1.2125 -2.9925 -1.8859
N -2.7612 -1.5106 -0.2778
N -2.1919 -2.7175 0.1106
N 1.3835 -1.0316 0.6267
N 0.6729 -2.1619 0.4628
C -5.5148 2.3133 0.4279
C 6.7736 3.6372 0.3976
C -3.8859 0.5569 0.1858
C 4.8413 -0.6256 -0.6086
C -3.3837 -0.7541 0.6604
C 1.4372 -2.9857 -0.1901
C -0.8194 -4.8436 1.3161
C 4.5476 1.8842 0.5538
C -3.7992 2.4990 -1.2267
C 5.8786 0.2752 -0.6509
C -1.3619 -3.3534 -0.7336
C -0.7061 -4.6158 -0.1802
C -5.4766 4.3585 -1.0236
C 2.5461 -1.2139 0.0779
C -4.9253 3.0300 -0.6083
C -3.2812 1.2772 -0.8403
C 3.5067 0.9792 0.5957
C -4.9992 1.0970 0.8258
C 5.7468 1.5411 -0.0700
C 3.6412 -0.2815 0.0181
H -2.5012 -1.2209 -1.2112
H -1.1081 -5.4694 -0.7346
H -6.3847 2.7169 0.9258
H -2.3886 0.9076 -1.3234
H -5.4491 0.5401 1.6336
H -5.1220 5.1352 -0.3453
H -0.4123 -3.9951 1.8614
H 4.9484 -1.6009 -1.0580
H 4.4175 2.8529 1.0093
H -6.5637 4.3542 -0.9855
H 7.7444 4.0878 0.1983
H 6.8128 0.0283 -1.1293
H -0.2567 -5.7334 1.5909
H 2.5753 1.2325 1.0763
H -5.1579 4.6164 -2.0305
H 5.9907 4.2447 -0.0668
H 6.6097 3.5943 1.4788
H -3.3200 3.0521 -2.0219
H -2.2178 -2.8289 1.1183
H -1.8582 -4.9989 1.5999


[2]
11
Properties=species:S:1:pos:R:3 method="wB97M-V/def2-TZVPD" homo_lumo_gap_ha=0.272 e_homo_ev=-0.3 charge=-2
P -1.4052 -1.1418 -0.3079
Si 0.8416 -0.0148 -0.0383
O -0.2069 -0.5353 -1.3239
O -1.3248 -2.5901 -0.4260
O -2.6596 -0.4748 -0.5930
O -0.5689 -0.4335 0.9785
N 0.4876 1.3240 1.0524
H 1.8144 1.0072 -1.0500
H 1.2018 2.0340 0.9411
H 1.9933 -0.9007 0.4105
H -0.1731 1.7256 0.3568


[3]
8
Properties=species:S:1:pos:R:3 method="wB97M-V/def2-TZVPD" homo_lumo_gap_ha="0.270 / 0.291" e_homo_ev="-3.6 / -3.8" charge=-1
S -0.9862 0.1603 1.1973
O -1.8760 0.7926 0.1992
O -0.2384 1.2955 1.8662
N 0.3994 -0.4676 0.3602
N 0.8254 0.1419 -0.7345
H 1.7016 -0.2038 -1.2351
H 0.2399 0.5114 -1.4862
H -0.0656 -2.2303 -0.1671


[4]
54
Properties=species:S:1:pos:R:3 method="wB97M-V/def2-TZVPD" homo_lumo_gap_ha=0.257 e_homo_ev=-5.7 charge=-1
Hg -0.1256 1.5479 -1.4226
P 0.0564 -0.4311 0.4544
O -0.0876 -0.5731 -1.0086
O -0.0346 1.0509 0.6104
O -2.8516 0.2519 1.6964
O 1.5494 2.8979 1.0164
O 1.1594 0.3189 -0.2586
O -1.3306 3.0159 0.1154
O 1.1814 1.3049 -3.5296
O -2.8186 -1.7071 -0.7766
O 1.5784 -2.7611 1.2894
O -1.6256 -2.1831 2.4394
O 1.2104 -1.2731 -2.8426
O -1.6196 -0.0721 -2.9516
O -1.2596 0.2119 -0.1886
O 2.9874 1.5389 -1.1566
O -0.5266 -3.0791 -1.0356
O 1.0444 -0.3591 3.3454
O -3.1236 1.3679 -1.1076
O -0.9516 1.5959 2.8774
O 2.9034 0.6419 1.6954
O 2.9414 -1.2701 -0.6146
H 2.1154 -0.6841 -0.6336
H -2.1256 2.7179 -0.3526
H -2.3586 0.9089 -0.6286
H 2.7664 1.5259 2.0094
H 1.2634 -3.5211 0.8204
H -1.8016 1.2419 2.6114
H -2.0326 -1.3561 2.3384
H -1.1816 -0.3431 -2.1416
H 2.9284 -1.6701 0.2444
H -2.4186 0.3069 -2.6006
H -3.9516 0.9609 -0.8436
H -2.2556 0.3529 0.9234
H -0.4566 1.5589 2.0194
H -0.4416 -3.5381 -1.8696
H -0.9036 2.1549 0.5054
H -0.3086 -2.1201 -1.1786
H 1.7114 -2.9071 2.1914
H 2.1484 1.0459 -0.7846
H -2.3676 -0.9041 -0.5086
H 3.6174 1.2089 -0.4866
H 1.3934 0.4219 -3.3726
H 1.7874 0.0019 2.8364
H 0.8324 1.2549 -4.4546
H 2.3034 0.5499 0.9794
H -2.1916 -2.3921 -0.6716
H 2.1814 -1.2941 -2.6886
H 0.7364 -0.9551 -2.0136
H -3.6826 0.0709 1.2414
H 0.4384 0.3799 3.5504
H 2.0764 3.0849 0.2644
H -1.1206 -2.1501 3.2484
H 1.0414 2.0489 0.7984


[5]
28
Properties=species:S:1:pos:R:3 method="wB97M-V/def2-TZVPD" homo_lumo_gap_ha=0.332 smiles=CC(C)[C@@]1(C)c2ccccc2SN1F e_homo_ev=-8.4
S 1.0997 2.2949 -0.6484
F -0.4613 2.8326 1.3550
N -0.3504 2.0982 0.0924
C -0.8477 -0.5716 -1.7680
C -0.5647 0.5441 0.5328
C -2.7493 0.7804 -0.5790
C 2.3031 -1.8515 0.3610
C 0.7834 -0.0833 0.3810
C 3.2773 -1.0192 -0.0865
C 0.9916 -1.4539 0.5726
C 2.9675 0.2097 -0.6503
C 1.7501 0.7243 -0.1880
C -1.5440 -0.1469 -0.4358
C -1.1006 0.3585 1.9423
H -1.4821 -0.8638 -2.5156
H 0.3768 -2.1431 1.0544
H -0.1903 -1.3962 -1.5268
H -3.6056 0.2922 -1.1538
H 4.1673 -1.5329 -0.3603
H 2.5834 -2.8529 0.6447
H -0.0959 0.2289 -2.0492
H -2.4428 1.7112 -1.0459
H -0.8599 -0.7247 2.1880
H 3.8100 0.7631 -1.0763
H -1.8465 -1.0362 0.0756
H -3.0971 1.2608 0.3537
H -2.1490 0.5268 1.8829
H -0.7231 1.0505 2.6473


[6]
155
Properties=species:S:1:pos:R:3 method="wB97M-V/def2-TZVPD" homo_lumo_gap_ha=0.041 e_homo_ev=-13.7 charge=+4
O 4.2137 -1.8887 5.1768
O 3.5344 5.2625 -1.3351
O -2.6772 -1.3737 2.9298
O -5.8597 -1.1351 -3.0334
O 1.8207 -1.5294 -4.3836
N -2.9891 -2.3531 -3.2798
N 1.2140 3.5016 -2.0105
N -4.3993 1.0469 1.9079
N 2.7228 0.4350 3.9392
N 2.8520 -3.0201 -1.5690
C 4.4289 -3.1905 -1.5578
C 3.6872 0.4635 5.2013
C 3.4934 0.1511 2.6699
C 1.7079 4.8263 -4.2998
C 2.1135 1.7869 3.7158
C 3.5693 3.9435 -0.9207
C -4.5554 3.4346 2.8406
C -3.2166 -1.2862 -4.3769
C -3.0999 1.2231 1.2154
C 2.0772 -1.2050 -5.7449
C 4.3159 6.2617 -0.6037
C 2.8256 -1.1563 -3.4231
C 4.7586 -0.6714 5.2062
C 4.9743 -3.0388 5.5484
C 2.3625 -1.6233 -2.0272
C -6.5012 -0.3499 1.5136
C -5.6109 -2.4383 -2.5069
C 2.6811 3.0626 -1.8103
C 4.6430 1.1215 2.4157
C -0.8011 4.3310 -0.7116
C -2.4875 -1.5886 -1.9986
C -2.1364 -2.6761 3.2413
C -2.3656 -2.4953 -0.7541
C 5.2290 -2.2323 -0.6965
C 0.5590 -0.2136 5.1492
C 0.4629 2.3837 -2.7084
C -7.1797 -0.6779 -2.8533
C 2.8165 -4.4918 0.5732
C -2.0473 -0.3362 -4.6292
C 1.6250 -0.5753 4.1218
C -4.2386 0.5123 3.3632
C -5.1478 0.0322 1.0108
C 2.2398 -3.2775 -0.0868
C 2.3109 -3.9884 -2.5128
C -5.1582 2.4086 1.9211
C -3.8451 -0.9840 3.5822
C -1.8567 -3.2832 -3.8788
C -4.3753 -3.1464 -3.1405
C 1.0898 4.8403 -2.8830
C 0.6236 3.7880 -0.6133
B 0.5886 0.3760 0.4904
H 2.7038 0.0619 1.9190
H -5.4177 -2.4694 -1.4618
H 4.7198 -1.9436 0.2269
H -1.3362 3.9827 0.1769
H -4.0814 -0.6978 -4.0706
H 3.8613 -0.8792 2.8603
H -5.2105 0.6066 3.8243
H -3.1982 -0.7675 -1.8737
H 4.7358 1.8631 3.2193
H 1.2284 -3.9693 -2.4598
H -2.2055 0.1384 -5.5910
H -1.5449 -3.1974 -0.9260
H 4.4674 1.7490 1.5645
H -6.8995 -1.1973 0.9352
H 1.5880 5.5801 -2.2524
H -1.0488 -0.7567 -4.5790
H -2.8609 -3.4021 2.8576
H -5.0271 0.4452 0.0042
H 1.1917 -3.3267 -0.3429
H 6.1824 -2.5864 -0.3249
H 2.7735 -5.3787 -0.0805
H 5.7631 -3.1641 4.8153
H 1.3366 4.5314 -0.2318
H -3.3268 -2.9773 -0.6476
H 5.4333 -1.3616 -1.3141
H 4.2373 -3.8511 5.5481
H -7.4074 -0.5087 -1.7948
H -4.1774 -3.9683 -2.4662
H -2.2599 -3.5928 -4.8411
H -1.2911 3.9311 -1.5970
H 4.4705 5.7896 0.3452
H 2.6527 -0.9286 -1.2225
H 3.1523 3.0746 -2.8252
H -7.3086 0.3898 1.3991
H -2.6215 0.2382 1.2947
H -7.9470 -1.3644 -3.2541
H 2.4738 -2.3890 0.4986
H 5.3490 -0.4507 6.0988
H 2.6614 -5.0228 -2.3684
H 2.2024 -1.4927 4.3878
H 2.3100 -4.6224 1.5116
H -1.7642 -4.1035 -3.1822
H 0.2897 1.5736 -1.9754
H -6.2073 2.1573 2.1559
H 4.1728 1.4403 5.1584
H 3.9376 0.7087 -0.7191
H -4.5898 -3.4777 -4.1510
H -3.3996 1.6814 -1.8567
H 0.0337 0.7211 4.9592
H 0.1573 -6.6792 4.5013
H 4.8060 -3.3338 -2.5873
H -3.7361 -1.1303 4.6694
H -5.1697 2.7360 0.8834
H 1.4141 5.7457 -4.8148
H -3.5362 -1.7769 -5.3014
H 2.8634 2.5288 3.4229
H 1.3916 1.7074 2.8954
H -0.4899 2.8188 -3.0062
H 2.3098 -0.1349 -5.8591
H 0.6594 2.8874 -0.0197
H 1.1768 -0.7302 3.1241
H 1.0505 2.0188 -3.5563
H 2.8130 4.8728 -4.3021
H -6.3662 -3.1682 -2.7547
H -4.7020 -1.5824 3.2535
H -0.1747 -0.9849 5.2200
H 2.8196 -1.8361 -6.2389
H 2.5780 2.0460 -1.3958
H 3.2905 3.9261 0.1573
H -0.9504 -2.6601 -3.9812
H 5.1938 6.4208 -1.1876
H 1.3590 3.9810 -4.8755
H -3.1974 1.6715 0.2281
H -2.1195 0.4220 -3.8353
H -0.8604 5.4148 -0.7279
H -2.0181 -2.8160 4.3195
H 1.0504 -0.1133 6.1167
H 3.0600 0.3961 6.0856
H -1.2147 -2.6842 2.6670
H 3.8686 -4.2872 0.7627
H 2.7119 -3.6861 -3.4932
H 5.5705 0.5792 2.3987
H -2.4002 6.1894 4.9668
H 0.0130 5.0021 -2.9337
H 3.7837 -1.6011 -3.7382
H 1.1378 -1.4300 -6.2857
H 4.4602 -4.1897 -1.1729
H -7.2760 0.2460 -3.4297
H 5.4408 -0.3978 4.3801
H 3.6510 7.0984 -0.5141
H -2.2582 -1.8627 0.1335
H 1.2634 -1.5758 -2.1075
H -1.5572 -1.0973 -2.3149
H -3.6869 3.9184 2.3811
H 4.5939 3.5051 -0.9588
H -2.4940 1.9523 1.7665
H 5.3693 -2.9672 6.5774
H -3.5557 1.1272 3.9191
H -4.5322 -0.8855 1.0706
H 1.6364 2.1309 4.6224
H -4.1743 3.0062 3.7695
H -6.5182 -0.6268 2.5571
H 2.9907 -0.0628 -3.3599
H -5.2858 4.1685 3.1681